{
  "formula": "C40H82N6O8S",
  "method": "ωB97M-V/def2-TZVPD",
  "elements": ["C", "S", "O", "O", "N", "C", "O", "O", "C", "C", "N", "H", "H", "H", "H", "H", "H", "H", "H", "H", "H", "C", "C", "C", "C", "C", "C", "N", "O", "C", "C", "C", "H", "H", "H", "H", "H", "H", "H", "H", "H", "H", "H", "H", "H", "H", "H", "H", "H", "H", "C", "C", "C", "C", "C", "C", "N", "O", "C", "C", "C", "H", "H", "H", "H", "H", "H", "H", "H", "H", "H", "H", "H", "H", "H", "H", "H", "H", "H", "C", "C", "C", "C", "C", "C", "N", "O", "C", "C", "C", "H", "H", "H", "H", "H", "H", "H", "H", "H", "H", "H", "H", "H", "H", "H", "H", "H", "H", "C", "C", "C", "C", "C", "C", "N", "O", "C", "C", "C", "H", "H", "H", "H", "H", "H", "H", "H", "H", "H", "H", "H", "H", "H", "H", "H", "H", "H"],
  "coordinates": [[-1.537779, -8.501086, 6.692749], [-1.613223, -8.010447, 4.973000], [-2.642429, -7.041201, 4.775784], [-0.278571, -7.639696, 4.625196], [-2.058151, -9.322856, 4.016423], [-3.477937, -9.641650, 4.130303], [-4.177437, -9.737636, 3.150341], [-3.852288, -9.867182, 5.392189], [-5.268134, -9.713535, 5.647065], [-5.845001, -8.374218, 5.312041], [-5.366905, -7.314341, 6.210588], [-2.298061, -7.955416, 7.226687], [-0.552084, -8.311438, 7.077261], [-1.789610, -9.550240, 6.760873], [-1.556184, -10.127751, 4.394334], [-5.818311, -10.515432, 5.178053], [-5.374358, -9.852417, 6.714675], [-5.680850, -8.099045, 4.276532], [-6.918088, -8.472087, 5.441185], [-4.452511, -7.534468, 6.562079], [-5.287635, -6.458547, 5.688166], [-6.242729, -2.079924, 5.209915], [-5.045034, -2.590557, 6.030675], [-4.244764, -1.414726, 6.593224], [-3.408432, -0.700560, 5.536245], [-2.506353, -1.687770, 4.808058], [-3.266001, -2.865029, 4.201828], [-4.183465, -3.492924, 5.208878], [-3.520346, -4.275574, 5.990520], [-4.049902, -2.381688, 2.963676], [-2.275111, -3.895094, 3.670492], [-5.660201, -3.366982, 7.189935], [-6.843324, -1.403721, 5.818935], [-5.969546, -1.527034, 4.315955], [-6.880240, -2.911201, 4.905870], [-3.575195, -1.777275, 7.379888], [-4.927641, -0.709671, 7.071384], [-4.056673, -0.178891, 4.825600], [-2.798173, 0.069742, 6.011482], [-1.959710, -1.167115, 4.018434], [-1.754488, -2.062848, 5.509918], [-4.810146, -3.107747, 2.672038], [-3.371964, -2.263032, 2.119662], [-4.527123, -1.411996, 3.098654], [-1.585796, -4.244394, 4.436335], [-1.674290, -3.442664, 2.882597], [-2.782850, -4.764977, 3.253540], [-6.180069, -4.258914, 6.837506], [-6.384496, -2.732352, 7.700325], [-4.916312, -3.674736, 7.921426], [-2.676894, 2.325068, 0.341414], [-1.852325, 2.292413, 1.640362], [-1.099038, 3.611264, 1.822391], [0.091850, 3.757765, 0.878648], [1.028613, 2.561941, 1.013160], [0.326316, 1.221939, 0.813028], [-0.915345, 1.127519, 1.645562], [-0.596825, 0.815870, 2.857080], [0.007147, 1.023330, -0.683164], [1.284109, 0.094614, 1.178399], [-2.887630, 2.156471, 2.751357], [-3.330432, 3.197633, 0.344638], [-2.082354, 2.389975, -0.565165], [-3.305191, 1.436747, 0.264786], [-0.740649, 3.681184, 2.854379], [-1.791733, 4.442640, 1.678563], [-0.254327, 3.866097, -0.153380], [0.634218, 4.675579, 1.113379], [1.847656, 2.644896, 0.295389], [1.486715, 2.585695, 2.007190], [-0.723488, 0.225890, -0.825999], [0.910736, 0.737910, -1.219157], [-0.357153, 1.922863, -1.176200], [1.666720, 0.189279, 2.192426], [2.138755, 0.120077, 0.503496], [0.800462, -0.879225, 1.083588], [-3.412966, 1.201108, 2.698458], [-3.627069, 2.950356, 2.649181], [-2.451202, 2.248486, 3.744553], [7.575651, 2.804983, -2.004086], [6.534385, 1.897387, -1.325558], [6.899581, 0.425709, -1.526236], [6.635963, -0.071620, -2.945430], [5.187095, 0.198257, -3.342141], [4.784539, 1.664180, -3.183331], [5.161420, 2.189321, -1.833979], [4.282031, 1.835072, -0.957049], [5.422985, 2.500303, -4.307495], [3.283431, 1.795243, -3.396614], [6.622871, 2.229851, 0.159372], [8.571928, 2.556574, -1.638063], [7.613980, 2.712247, -3.085486], [7.383487, 3.851751, -1.766070], [6.319900, -0.187154, -0.828578], [7.949528, 0.278405, -1.268062], [7.326981, 0.401870, -3.648363], [6.836386, -1.143213, -2.999957], [5.018695, -0.104846, -4.377187], [4.532042, -0.425561, -2.725201], [5.383996, 3.565047, -4.072770], [4.879212, 2.363007, -5.241916], [6.453455, 2.228322, -4.529419], [2.709388, 1.155138, -2.728741], [3.034072, 1.502449, -4.415329], [2.951065, 2.825117, -3.254689], [6.297754, 3.252339, 0.353812], [7.658181, 2.135495, 0.485447], [6.021501, 1.559287, 0.769537], [2.679647, 6.897518, -7.341409], [2.837618, 5.456842, -7.859070], [2.390934, 5.368044, -9.319070], [0.876509, 5.436948, -9.491969], [0.195718, 4.371005, -8.641245], [0.590167, 4.436438, -7.166202], [2.077101, 4.495222, -7.000340], [2.560357, 3.307061, -7.123558], [-0.089205, 5.650527, -6.499244], [0.044647, 3.209324, -6.445065], [4.335063, 5.182629, -7.782551], [3.215058, 7.582366, -7.998739], [1.653250, 7.250385, -7.301312], [3.103867, 6.993483, -6.341408], [2.751669, 4.428085, -9.748728], [2.864860, 6.169853, -9.887659], [0.510263, 6.434187, -9.232554], [0.621395, 5.285172, -10.542324], [-0.889146, 4.463192, -8.722730], [0.454338, 3.384980, -9.040057], [0.377962, 5.883711, -5.541914], [-1.137655, 5.429921, -6.303733], [-0.085604, 6.546736, -7.116246], [0.377515, 2.279413, -6.900906], [-1.043367, 3.221898, -6.486877], [0.344798, 3.203741, -5.395987], [4.694078, 5.177312, -6.752594], [4.874725, 5.961037, -8.320824], [4.609180, 4.232965, -8.238984]],
  "forces_ev_per_angstrom": [[-0.6, -0.6, -0.4], [0.6, 1.4, -0.2], [-0.5, -0.3, 0.1], [0.3, -0.6, -0.2], [-0.3, -0.5, 1.2], [-0.5, -0.2, -1.8], [0.8, 0.2, 1.4], [0.1, 0.7, -0.1], [-0.4, -0.4, 0.4], [0.2, 0.8, 0.1], [-0.6, -0.5, 0.1], [-0.1, 0.3, 0.2], [0.3, 0.2, 0.0], [0.1, -0.3, 0.1], [0.3, -0.1, -0.5], [0.0, -0.2, -0.4], [0.2, -0.1, 0.3], [0.1, -0.2, -0.3], [-0.3, -0.1, 0.0], [0.3, 0.1, -0.1], [0.3, 0.3, 0.1], [0.1, 0.1, -0.2], [-1.4, 0.5, -0.2], [0.5, 0.1, -0.1], [-0.1, 0.0, 0.0], [0.1, 0.2, 0.4], [-0.2, 0.3, -1.5], [1.3, 0.5, 1.2], [-0.2, -0.6, -0.2], [-0.2, 0.1, 0.0], [0.2, -0.3, 0.3], [0.2, -0.3, 0.1], [0.0, -0.1, 0.1], [0.0, 0.0, 0.1], [0.0, 0.0, 0.0], [0.0, -0.1, 0.0], [-0.1, -0.1, 0.0], [0.0, 0.0, 0.0], [0.0, 0.0, 0.0], [0.0, -0.1, -0.1], [-0.1, -0.1, 0.0], [0.0, 0.0, 0.0], [0.1, -0.1, 0.1], [0.0, -0.1, 0.0], [-0.1, -0.1, 0.1], [-0.1, 0.1, 0.0], [0.0, 0.0, 0.0], [0.0, 0.0, 0.0], [0.0, 0.1, -0.1], [0.0, 0.0, -0.1], [0.2, 0.0, -0.3], [-1.2, 0.3, -0.8], [0.5, 0.1, 0.0], [-0.1, -0.1, 0.0], [0.0, 0.4, 0.2], [0.3, -0.5, -1.5], [1.0, 1.0, 1.3], [-0.5, -0.5, 0.1], [-0.2, 0.1, -0.1], [0.0, -0.2, 0.4], [0.1, -0.2, 0.5], [0.0, 0.0, 0.1], [0.0, 0.0, 0.1], [0.0, 0.0, 0.0], [0.0, -0.1, 0.0], [-0.1, -0.1, 0.0], [0.0, 0.0, 0.0], [0.0, 0.0, 0.0], [0.0, -0.1, 0.0], [-0.1, -0.1, 0.0], [0.0, 0.0, 0.0], [0.1, 0.0, 0.1], [0.0, 0.0, 0.0], [-0.1, 0.0, 0.0], [0.0, 0.1, -0.1], [0.0, 0.0, 0.0], [0.1, 0.0, 0.0], [0.0, 0.0, -0.1], [0.1, -0.1, 0.0], [0.0, 0.0, -0.3], [1.3, 0.8, 0.0], [-0.3, -0.4, -0.3], [0.0, 0.1, 0.0], [0.2, -0.3, 0.3], [0.0, 0.6, -1.4], [-0.5, -1.8, 0.6], [-0.2, 0.6, 0.1], [0.3, 0.1, -0.1], [-0.4, 0.0, 0.4], [-0.3, -0.1, 0.2], [0.0, 0.0, 0.1], [0.0, 0.0, 0.1], [-0.1, 0.0, 0.0], [-0.1, 0.1, 0.0], [0.0, 0.1, 0.1], [0.0, 0.0, 0.0], [0.0, 0.0, 0.0], [-0.1, 0.1, 0.0], [0.0, 0.1, 0.1], [0.0, 0.0, 0.1], [-0.2, -0.1, 0.1], [0.0, 0.0, 0.1], [0.1, 0.1, 0.1], [0.1, 0.0, -0.1], [0.0, 0.0, 0.0], [0.0, 0.0, 0.0], [0.1, 0.0, -0.1], [-0.1, 0.0, -0.1], [-0.3, 0.1, 0.1], [0.5, 1.4, 0.3], [-0.4, -0.3, -0.2], [0.1, 0.0, 0.0], [0.2, 0.0, -0.4], [-1.1, 0.8, 0.8], [-0.1, -1.1, -1.6], [0.5, -0.1, 0.6], [0.1, 0.2, 0.0], [0.2, -0.4, 0.0], [0.2, -0.6, 0.0], [0.1, -0.1, 0.0], [0.1, 0.0, 0.0], [0.0, 0.0, 0.0], [0.0, -0.1, 0.1], [0.1, 0.0, 0.1], [0.0, 0.0, 0.0], [0.0, 0.0, 0.0], [0.0, 0.0, 0.1], [0.1, 0.0, 0.1], [0.1, 0.0, 0.0], [0.0, -0.1, 0.0], [0.0, 0.0, 0.0], [0.1, 0.0, 0.0], [0.0, 0.1, 0.0], [0.0, 0.0, 0.0], [-0.1, 0.0, 0.0], [-0.1, 0.1, 0.0], [-0.1, -0.1, 0.1]],
  "lowdin_spin": [0.00, 0.00, 0.00, 0.00, 0.00, 0.00, 0.00, 0.00, 0.00, 0.00, 0.00, 0.00, 0.00, 0.00, 0.00, 0.00, 0.00, 0.00, 0.00, 0.00, 0.00, 0.00, 0.03, 0.02, 0.00, 0.02, 0.03, 0.36, 0.54, 0.00, 0.00, 0.00, 0.00, 0.00, 0.00, 0.00, 0.00, 0.00, 0.00, 0.00, 0.00, 0.00, 0.00, 0.00, 0.00, 0.00, 0.00, 0.00, 0.00, 0.00, 0.00, 0.03, 0.02, 0.00, 0.01, 0.03, 0.37, 0.54, 0.00, 0.00, 0.00, 0.00, 0.00, 0.00, 0.00, 0.00, 0.00, 0.00, 0.00, 0.00, 0.00, 0.00, 0.00, 0.00, 0.00, 0.00, 0.00, 0.00, 0.00, 0.00, 0.03, 0.02, 0.00, 0.01, 0.03, 0.37, 0.54, 0.00, 0.00, 0.00, 0.00, 0.00, 0.00, 0.00, 0.00, 0.00, 0.00, 0.00, 0.00, 0.00, 0.00, 0.00, 0.00, 0.00, 0.00, 0.00, 0.00, 0.00, 0.00, 0.03, 0.02, 0.00, 0.01, 0.03, 0.36, 0.54, 0.00, 0.00, 0.00, 0.00, 0.00, 0.00, 0.00, 0.00, 0.00, 0.00, 0.00, 0.00, 0.00, 0.00, 0.00, 0.00, 0.00, 0.00, 0.00, 0.00, 0.00],
  "e_lumo_ev": [0.459, 0.205],
  "homo_ev": [-8.01, -8.93],
  "s_squared": 6.02,
  "gap_ev": [8.47, 9.13],
  "multiplicity": 5
}

=====

{
  "formula": "C28H38FeN8O2S2",
  "method": "ωB97M-V/def2-TZVPD",
  "elements": ["Fe", "C", "N", "C", "C", "C", "C", "C", "C", "C", "N", "C", "C", "C", "C", "C", "C", "N", "C", "C", "H", "H", "H", "H", "H", "H", "H", "H", "H", "H", "H", "H", "H", "H", "H", "H", "H", "H", "H", "H", "N", "C", "C", "C", "N", "H", "H", "H", "H", "H", "H", "H", "H", "H", "H", "N", "C", "C", "C", "C", "C", "C", "S", "O", "O", "N", "C", "S", "C", "C", "N", "H", "H", "H", "H", "H", "H", "H", "H"],
  "coordinates": [[-0.042164, 0.267451, 0.329841], [2.374515, -1.144092, -2.428329], [1.560615, 0.100362, -2.669213], [0.941376, 0.074425, -3.980513], [2.044415, 1.320026, -2.259767], [2.151150, 2.457307, -3.123202], [2.278096, 3.769374, -2.574080], [2.229495, 3.967711, -1.235552], [2.323206, 2.879409, -0.373524], [2.174758, 1.568144, -0.852481], [1.819306, 0.610958, 0.078052], [2.858646, 0.233107, 0.908263], [4.200889, 0.248928, 0.519374], [5.122616, -0.547771, 1.172669], [4.720255, -1.264033, 2.283331], [3.405600, -1.216930, 2.776060], [2.503228, -0.383316, 2.131219], [1.145208, -0.282796, 2.601464], [0.663831, -1.565832, 3.200035], [0.954648, 0.833421, 3.538093], [2.541953, -1.265679, -1.371550], [1.943064, -2.078124, -2.812117], [3.343340, -1.127597, -2.961039], [0.027916, -0.491099, -3.860663], [0.665420, 1.071463, -4.339866], [1.497240, -0.372756, -4.842430], [2.140078, 2.354436, -4.190049], [2.306773, 4.590634, -3.248219], [2.144513, 4.960619, -0.827815], [2.307902, 2.983701, 0.714195], [4.488336, 0.852420, -0.307412], [6.139931, -0.640201, 0.851256], [5.455797, -1.971497, 2.656519], [3.095722, -1.885454, 3.594800], [1.253020, -1.690733, 4.078150], [-0.379077, -1.457492, 3.450415], [0.755426, -2.358203, 2.452894], [1.652077, 0.724739, 4.391056], [1.242111, 1.757896, 3.113052], [-0.041797, 0.816684, 3.868477], [-1.499756, 1.983272, 0.165904], [-1.469848, 2.753549, -1.081319], [-2.148756, 4.127172, -1.005757], [-2.276408, 4.921081, -2.371046], [-1.150088, 4.716751, -3.224244], [-2.396735, 1.486263, 0.280833], [-1.460193, 2.610267, 0.990983], [-1.979366, 2.104981, -1.854511], [-0.407702, 2.798206, -1.356139], [-1.523774, 4.682944, -0.279747], [-3.139725, 3.998555, -0.611196], [-2.432030, 5.994449, -2.188311], [-3.157082, 4.471520, -2.900569], [-0.271856, 5.041697, -2.781005], [-1.257000, 5.177239, -4.108167], [-5.536051, -3.784712, 4.071585], [-4.837989, -3.372398, 2.930809], [-5.334958, -3.604805, 1.658073], [-4.609089, -3.267148, 0.542456], [-3.446133, -2.476578, 0.693590], [-2.942546, -2.259640, 1.987065], [-3.713568, -2.559355, 3.090074], [-2.675210, -1.560803, -0.596816], [-3.151030, -0.200132, -0.657734], [-2.784368, -2.334816, -1.779099], [-1.063423, -1.573182, -0.055205], [-0.211768, -2.503077, -0.425446], [-0.507955, -3.655338, -1.904480], [0.926429, -4.508126, -1.466675], [1.644224, -3.774204, -0.532180], [1.018876, -2.701823, 0.061042], [-6.140214, -4.556200, 3.970109], [-5.030067, -3.859847, 4.901322], [-6.354695, -4.112422, 1.494174], [-4.999289, -3.519078, -0.460841], [-1.973558, -1.717120, 2.123804], [-3.449242, -2.229253, 4.068573], [1.091148, -5.529899, -1.680309], [2.641378, -3.907566, -0.160983]],
  "forces_ev_per_angstrom": [[-0.2, -0.7, 0.3], [0.3, 0.6, -0.4], [0.6, -2.1, -1.2], [-0.5, 0.0, -0.9], [0.2, 2.4, 0.7], [0.6, 0.3, 1.8], [-0.6, -2.2, -1.6], [0.8, 0.1, 1.5], [-0.6, -0.4, -0.4], [-0.6, 1.5, -1.4], [1.1, 0.0, 0.8], [-0.9, -0.8, 0.5], [0.0, -0.1, 0.3], [-0.8, 0.4, 0.7], [0.2, -1.1, 0.2], [0.8, 0.1, -0.2], [0.2, -0.7, 0.1], [-1.2, -0.3, -1.1], [0.2, 1.3, -1.2], [1.9, -1.4, 0.3], [0.1, 0.0, 0.3], [-0.8, 0.6, 0.2], [-0.1, 0.5, 0.2], [-0.3, -0.3, -0.3], [-0.1, -0.2, 0.4], [0.2, 0.1, 0.9], [-0.1, -0.1, -0.3], [0.0, 0.6, -0.5], [0.3, 0.3, 0.1], [0.0, 0.2, -0.3], [0.2, 0.2, -0.8], [0.3, 0.2, -0.3], [-0.3, 0.1, 0.4], [0.4, 0.6, -0.4], [0.1, -0.8, 1.0], [-0.3, 0.1, 0.3], [0.3, 0.1, 0.3], [-0.4, -0.2, 0.1], [0.0, 1.0, -0.8], [-1.4, 0.3, 0.5], [-0.5, -0.3, 1.8], [-0.3, -0.9, -1.8], [1.3, 0.5, -0.5], [-0.9, -1.1, 0.7], [1.8, -0.3, 0.3], [0.4, 0.3, -0.4], [0.2, -0.4, -0.7], [0.6, 0.7, 0.7], [-0.3, 0.4, -0.3], [-0.5, 0.2, -0.2], [-0.5, 0.1, 0.4], [-0.5, -0.3, 0.3], [0.5, 0.7, 0.4], [-0.7, -0.3, -0.5], [0.0, 0.2, -0.3], [-0.2, 0.8, -1.5], [-0.7, 0.6, 1.2], [-1.7, -1.7, -0.6], [0.3, 1.4, -1.1], [-0.1, -0.4, 0.9], [0.2, 1.5, -0.1], [0.2, -1.1, -0.6], [2.0, -1.0, 0.9], [0.3, -0.2, 0.7], [-0.5, -0.4, -1.3], [-2.1, 3.2, 0.0], [2.3, -3.1, -2.2], [0.1, 0.2, 2.0], [1.0, 2.1, 1.4], [-1.2, -0.4, -0.4], [-2.2, 0.6, -0.7], [-0.7, -0.8, -0.4], [1.0, 0.1, 1.3], [1.8, 0.6, 0.5], [0.3, 0.4, 0.6], [-1.2, -0.5, -0.3], [0.4, 0.0, 0.6], [0.4, -0.6, -0.8], [0.3, -0.8, 0.0]],
  "lowdin_spin": [3.67, 0.00, 0.00, 0.00, 0.01, 0.00, 0.01, 0.00, 0.01, 0.01, 0.09, 0.01, 0.01, 0.00, 0.01, 0.00, 0.01, 0.04, 0.00, 0.00, 0.00, 0.00, 0.00, 0.00, 0.00, 0.00, 0.00, 0.00, 0.00, 0.00, 0.00, 0.00, 0.00, 0.00, 0.00, 0.00, 0.00, 0.00, 0.00, 0.00, 0.03, 0.00, 0.00, 0.00, 0.00, 0.00, 0.00, 0.00, 0.00, 0.00, 0.00, 0.00, 0.00, 0.00, 0.00, 0.00, 0.00, 0.00, 0.00, 0.00, 0.00, 0.00, 0.01, 0.00, 0.00, 0.03, 0.00, 0.00, 0.01, 0.00, 0.01, 0.00, 0.00, 0.00, 0.00, 0.00, 0.00, 0.00, 0.00],
  "e_lumo_ev": [0.286, 0.278],
  "homo_ev": [-6.69, -6.80],
  "s_squared": 6.01,
  "gap_ev": [6.98, 7.08],
  "relative_energy_kcal_mol": 0.00,
  "multiplicity": 5
}

=====

> Number 2 is which compound?

C28H38FeN8O2S2